Entry 1:
{
  "formula": "HN2O4",
  "method": "ωB97M-V/def2-TZVPD",
  "homo_ev": [-16.40, -16.40],
  "charge": 1,
  "e_above_lowest_kj_mol": 215.4,
  "species": ["N", "N", "O", "O", "O", "O", "H"],
  "positions_angstrom": [[3.0943, 0.3442, -0.1884], [4.2126, 0.3062, -0.1284], [5.3387, 0.1633, -0.1212], [0.2333, -0.0141, -0.5456], [1.6683, -1.2954, 0.5085], [0.5864, -0.8388, 0.5622], [-0.6362, 0.4409, -0.3283]],
  "atomic_forces_ev_per_a": [[-0.5, 0.9, 0.2], [-2.0, -0.6, -0.2], [2.7, 0.1, 0.1], [0.6, -0.6, -0.2], [-1.2, -0.1, -0.9], [-0.3, 1.1, 0.5], [0.5, -0.8, 0.5]]
}



Entry 2:
{
  "formula": "C24H67N5O9",
  "method": "ωB97M-V/def2-TZVPD",
  "homo_ev": -8.89,
  "charge": 0,
  "e_above_lowest_kj_mol": 21.0,
  "smiles": "COC[C@H](C)N.COC[C@H](C)N.COC[C@H](C)N.COC[C@H](C)N.COC[C@H](C)N.OCCO.OCCO",
  "species": ["C", "C", "C", "O", "C", "N", "H", "H", "H", "H", "H", "H", "H", "H", "H", "H", "H", "C", "C", "C", "O", "C", "N", "H", "H", "H", "H", "H", "H", "H", "H", "H", "H", "H", "C", "C", "C", "O", "C", "N", "H", "H", "H", "H", "H", "H", "H", "H", "H", "H", "H", "C", "C", "C", "O", "C", "N", "H", "H", "H", "H", "H", "H", "H", "H", "H", "H", "H", "C", "C", "C", "O", "C", "N", "H", "H", "H", "H", "H", "H", "H", "H", "H", "H", "H", "C", "C", "O", "O", "H", "H", "H", "H", "H", "H", "C", "C", "O", "O", "H", "H", "H", "H", "H", "H"],
  "positions_angstrom": [[-4.1425, -3.1613, 0.3071], [-4.5153, -2.0009, -0.5895], [-4.0018, -2.1637, -2.0120], [-4.3798, -1.1062, -2.8629], [-3.7574, 0.1234, -2.5493], [-5.9415, -1.6902, -0.5725], [-4.7449, -4.0451, 0.0660], [-4.3460, -2.9452, 1.3579], [-3.0955, -3.4585, 0.2231], [-3.9376, -1.1372, -0.2042], [-4.4504, -3.0614, -2.4571], [-2.9221, -2.3630, -2.0046], [-2.6783, -0.0085, -2.4088], [-4.1561, 0.5491, -1.6184], [-3.9540, 0.8337, -3.3474], [-6.1654, -1.1584, -1.4062], [-6.1659, -1.1096, 0.2250], [1.5796, 3.0448, 3.3912], [0.2160, 2.7215, 2.7411], [-0.0659, 3.5877, 1.5536], [-0.0616, 4.9251, 1.9753], [-0.3267, 5.8244, 0.9279], [0.3024, 1.2807, 2.3493], [1.6651, 4.1025, 3.6478], [2.4390, 2.7381, 2.7910], [1.6576, 2.4853, 4.3292], [-0.5223, 2.8993, 3.5225], [-1.0953, 3.3697, 1.2084], [0.6112, 3.3967, 0.7093], [0.2585, 5.5798, 0.0340], [-0.0276, 6.8201, 1.2519], [-1.3972, 5.8494, 0.6919], [1.2056, 1.1772, 1.8939], [0.4557, 0.8162, 3.2416], [2.5551, -2.8251, 0.9534], [2.8562, -3.0178, 2.4228], [2.1230, -1.9651, 3.2448], [2.6239, -0.6366, 3.1590], [3.9799, -0.4932, 3.5117], [2.3266, -4.3316, 2.8716], [1.5220, -2.5388, 0.7369], [2.7648, -3.6853, 0.3136], [3.1249, -1.9826, 0.5372], [3.9231, -2.9630, 2.6376], [2.1289, -2.2619, 4.3041], [1.0972, -1.8934, 2.8807], [4.2959, -1.2130, 4.2745], [4.1409, 0.5002, 3.9321], [4.6132, -0.6027, 2.6247], [1.6459, -4.2007, 3.6134], [1.7897, -4.7479, 2.1191], [1.8620, -2.7397, -4.4842], [3.0571, -3.5372, -4.0215], [4.2412, -3.2701, -4.9272], [3.9582, -3.6513, -6.2433], [5.0786, -3.5024, -7.0926], [3.4492, -3.1121, -2.6524], [0.9874, -2.9031, -3.8429], [1.4824, -3.1363, -5.4287], [2.1078, -1.6839, -4.5775], [2.8301, -4.6091, -4.0039], [5.1706, -3.7307, -4.5489], [4.4705, -2.1883, -4.8732], [5.8350, -4.2582, -6.8492], [5.4846, -2.4904, -7.0233], [4.7332, -3.7172, -8.1021], [3.9911, -3.8427, -2.1987], [2.5813, -3.1295, -2.1167], [-6.7108, 3.7805, 2.1792], [-5.5158, 4.1238, 3.0569], [-4.3679, 3.1888, 2.8176], [-4.7612, 1.8747, 3.1520], [-3.7347, 0.9518, 2.9405], [-5.0287, 5.4991, 2.8564], [-7.0242, 2.7405, 2.2587], [-6.4121, 3.8665, 1.1197], [-7.5229, 4.5004, 2.2827], [-5.8232, 4.0569, 4.1041], [-3.5481, 3.5232, 3.4696], [-4.0615, 3.2512, 1.7628], [-2.8236, 1.2368, 3.4911], [-3.4830, 0.7273, 1.8985], [-4.0204, 0.0199, 3.4364], [-5.8147, 6.1380, 2.9167], [-4.7096, 5.5827, 1.8934], [0.0911, -1.2288, -1.4419], [-0.0455, -0.0992, -0.4493], [-1.0287, -0.3700, 0.5250], [-0.3026, -2.4715, -0.8798], [1.0810, -1.1694, -1.8921], [-0.6111, -1.0073, -2.2608], [-0.2677, 0.8588, -0.9459], [0.9219, 0.1560, 0.0084], [-0.9498, 0.3230, 1.2146], [-0.7752, -2.2193, -0.0736], [5.1047, 1.4022, -1.4046], [3.7062, 1.8952, -1.6134], [2.7659, 0.8472, -1.7973], [5.6162, 0.9899, -2.6558], [5.0848, 0.5924, -0.6596], [5.7020, 2.1990, -0.9404], [3.7099, 2.5659, -2.4844], [3.3934, 2.5468, -0.7927], [3.2704, 0.0803, -2.0962], [6.5241, 0.6918, -2.5535]],
  "atomic_forces_ev_per_a": [[-0.4, -0.8, 0.0], [1.0, 1.2, 0.4], [-0.6, -1.2, -0.1], [0.2, 0.3, -0.2], [0.0, 0.0, 0.5], [0.0, -0.3, -0.2], [0.0, 0.1, -0.1], [0.0, 0.2, 0.0], [0.1, 0.2, -0.1], [-0.1, -0.1, 0.1], [-0.1, 0.1, 0.0], [0.1, 0.4, 0.0], [0.0, 0.1, -0.1], [0.0, 0.0, -0.1], [0.0, -0.1, -0.2], [0.0, 0.0, 0.0], [0.0, 0.0, 0.0], [-0.3, 0.5, 0.6], [2.1, -0.7, 0.4], [-1.5, 0.0, -0.2], [0.6, 0.3, 0.0], [0.0, 0.2, 0.0], [-0.8, 0.9, 0.6], [0.1, 0.0, -0.1], [-0.1, 0.1, -0.3], [0.0, 0.0, 0.0], [-0.4, -0.3, -0.3], [0.3, -0.3, -0.2], [0.2, 0.1, 0.1], [-0.1, -0.1, 0.0], [0.0, 0.0, 0.1], [0.1, -0.1, -0.1], [-0.1, -0.2, -0.1], [-0.1, -0.4, -0.2], [0.4, 0.9, -0.9], [-1.1, -0.5, 0.1], [0.3, 0.5, 0.2], [-0.1, 0.0, -0.1], [0.3, 0.0, 0.0], [0.0, 0.1, -0.1], [-0.1, -0.3, 0.4], [0.2, -0.2, 0.3], [0.1, -0.2, 0.1], [0.1, -0.1, -0.1], [0.0, -0.1, 0.0], [-0.1, -0.1, 0.1], [-0.1, -0.1, -0.1], [-0.2, 0.1, -0.1], [0.1, -0.1, 0.1], [0.2, 0.0, 0.1], [0.2, -0.1, -0.1], [-0.8, -0.7, -0.2], [0.5, -0.1, 0.5], [0.6, 0.6, 0.3], [0.0, -0.1, -0.1], [-0.4, -0.5, 0.0], [-0.7, -0.1, 0.1], [0.3, 0.3, 0.4], [0.4, 0.3, -0.3], [-0.1, 0.1, 0.0], [-0.1, 0.0, -0.3], [-0.2, -0.4, -0.1], [-0.2, -0.1, -0.1], [0.2, 0.2, 0.1], [0.1, 0.0, -0.1], [0.0, 0.2, -0.1], [0.3, 0.1, -0.2], [0.1, 0.3, 0.1], [0.4, 0.0, -1.2], [-0.7, 0.5, 0.0], [0.1, 0.0, 0.4], [-0.1, 0.2, -0.4], [0.6, -0.8, 1.0], [0.0, -0.2, -0.3], [-0.3, 0.1, 0.5], [0.1, 0.1, 0.2], [-0.2, -0.2, 0.4], [0.1, -0.1, 0.0], [0.2, -0.2, -0.2], [0.1, 0.0, 0.0], [0.1, 0.3, -0.3], [-0.2, 0.3, -0.1], [-0.3, 0.0, -0.3], [0.0, 0.0, 0.1], [0.1, 0.0, 0.0], [-1.5, 0.6, -0.7], [0.8, 1.6, 0.5], [-0.4, -0.3, -0.1], [0.8, 0.0, 0.0], [0.2, -0.6, 0.3], [0.1, -0.2, -0.1], [-0.2, -0.3, -0.4], [0.0, -0.6, 0.2], [0.4, -0.3, 0.0], [-0.1, -0.1, 0.1], [0.2, 0.2, 0.8], [-0.3, 0.7, -0.4], [0.2, 0.0, 0.2], [0.1, -0.1, 0.0], [0.0, -0.2, -0.2], [0.0, 0.1, -0.3], [0.0, -0.2, -0.1], [-0.1, -0.4, 0.3], [-0.1, -0.1, -0.2], [0.0, -0.1, 0.0]]
}